#one
Formula: C18H24FN3O2
Source: the Open Molecules 2025 dataset
Level of theory: the ωB97M-V functional and the def2-TZVPD basis

Values from the calculation:
- Frontier orbital gap: 0.317 Ha
- LUMO energy: 0.68 eV
- Structure (SMILES): COc1ccc(-c2[nH]ncc2CN(C)C[C@H]2CCCCO2)cc1F
- Highest occupied orbital energy: -7.954 eV

CARTESIAN COORDINATES (ANGSTROEM)
C (4.85064, -1.85047, -1.17645)
H (5.55917, -1.01746, -1.12592)
H (5.37992, -2.78480, -0.99794)
H (4.39055, -1.87874, -2.16947)
O (3.88188, -1.76604, -0.16076)
C (3.06564, -0.68279, -0.13392)
C (2.12206, -0.62501, 0.90008)
C (1.23211, 0.41409, 1.03189)
C (1.24628, 1.46012, 0.10891)
C (2.18941, 1.42437, -0.91384)
C (3.08263, 0.37440, -1.03693)
H (3.79058, 0.38364, -1.85021)
H (2.21442, 2.21745, -1.64675)
C (0.29435, 2.55886, 0.18898)
C (-1.07553, 2.59332, 0.42650)
C (-1.41669, 3.95026, 0.29487)
N (-0.36274, 4.69030, 0.01379)
N (0.65767, 3.84321, -0.06279)
H (1.58811, 4.18810, -0.23780)
H (-2.38458, 4.39758, 0.39830)
C (-2.00380, 1.45905, 0.69819)
N (-2.61730, 0.93777, -0.52619)
C (-1.66666, 0.64945, -1.57733)
H (-1.18009, 1.57714, -1.87760)
H (-0.89174, -0.06827, -1.27612)
H (-2.21004, 0.26038, -2.43750)
C (-3.55124, -0.13275, -0.26567)
H (-4.17950, 0.19687, 0.56542)
C (-3.00700, -1.55506, 0.06867)
C (-2.87316, -2.45526, -1.16812)
H (-3.84612, -2.54396, -1.65451)
C (-2.35732, -3.83179, -0.75106)
C (-1.05439, -3.66118, 0.02581)
C (-1.29156, -2.70194, 1.18998)
O (-1.77182, -1.45224, 0.75179)
H (-0.36148, -2.49340, 1.72181)
H (-2.01253, -3.14872, 1.89416)
H (-0.69752, -4.61785, 0.40854)
H (-0.28732, -3.24177, -0.62855)
H (-2.20032, -4.45940, -1.63056)
H (-3.09847, -4.32223, -0.11393)
H (-2.17173, -2.00836, -1.87217)
H (-3.73981, -2.03716, 0.74425)
H (-4.19195, -0.23254, -1.14840)
H (-2.82295, 1.82177, 1.32813)
H (-1.47392, 0.66593, 1.23538)
H (0.54192, 0.40715, 1.85885)
F (2.09295, -1.62685, 1.80500)

---

#two
Formula: C18H24FN3O2
Source: the Open Molecules 2025 dataset
Level of theory: the ωB97M-V functional and the def2-TZVPD basis

Values from the calculation:
- Frontier orbital gap: 0.301 Ha
- LUMO energy: 0.28 eV
- Highest occupied orbital energy: -7.920 eV

CARTESIAN COORDINATES (ANGSTROEM)
C (4.92498, 2.53775, -0.67422)
H (4.87813, 2.33188, -1.82892)
H (4.31717, 3.38517, -0.44995)
H (5.94228, 2.87065, -0.62486)
O (4.79900, 1.18159, -0.15101)
C (3.54974, 0.58500, 0.02956)
C (3.45727, -0.63173, 0.90293)
C (2.39830, -1.26861, 0.67193)
C (1.22532, -0.89521, -0.01794)
C (1.35901, 0.20108, -0.68938)
C (2.40155, 1.22771, -0.71042)
H (2.34578, 2.02350, -1.42688)
H (0.45857, 0.36617, -1.33397)
C (0.09853, -1.64397, 0.15711)
C (-0.96642, -1.92375, -0.92577)
C (-1.89151, -2.85734, -0.05339)
N (-1.34132, -3.34364, 1.06236)
N (-0.27266, -2.57837, 1.25785)
H (0.38524, -2.52017, 1.97181)
H (-2.76754, -3.18326, -0.44033)
C (-1.15627, -1.32045, -2.24845)
N (-1.64070, 0.18140, -1.96921)
C (-1.45403, 0.78694, -3.39236)
H (-0.49486, 0.61842, -3.65482)
H (-2.13846, 0.37269, -4.40882)
H (-1.59957, 1.75636, -3.39124)
C (-2.81994, 0.08331, -1.51091)
H (-3.34221, 1.21869, -2.05943)
C (-2.80032, 0.63730, 0.07658)
C (-2.06078, 2.02001, 0.21181)
H (-1.07989, 2.16692, -0.33178)
C (-2.09550, 2.39020, 1.49830)
C (-3.44696, 2.34331, 2.21232)
C (-4.06426, 0.78907, 1.85563)
O (-4.06612, 0.57772, 0.50012)
H (-5.04496, 1.04149, 2.22491)
H (-3.42775, 0.15710, 2.23821)
H (-3.48090, 2.48185, 3.53730)
H (-4.13448, 3.10192, 1.74512)
H (-1.79121, 3.55395, 1.86288)
H (-1.32221, 1.64393, 2.30983)
H (-2.84120, 2.86206, -0.15940)
H (-2.19828, -0.10302, 0.53352)
H (-3.48719, -0.78585, -1.53635)
H (-1.93655, -1.86611, -2.79926)
H (0.01224, -1.42310, -2.68515)
H (2.53751, -2.30412, 1.42263)
F (4.77053, -1.03124, 1.47184)

---

Short version: #one is the most stable of them.

---

#one
Formula: C22H51BCdN4O2Si2
Source: the Open Molecules 2025 dataset
Level of theory: the ωB97M-V functional and the def2-TZVPD basis

Values from the calculation:
- Frontier orbital gap: 0.338 Ha
- LUMO energy: 0.44 eV
- Highest occupied orbital energy: -8.768 eV

CARTESIAN COORDINATES (ANGSTROEM)
O (-1.09229, -2.28198, -3.48970)
O (-2.45523, -0.52228, -4.96841)
C (0.23783, -2.75230, -3.30177)
C (0.56267, -3.47286, -2.00927)
H (0.91163, -1.89156, -3.43176)
H (0.42068, -3.41544, -4.15727)
H (0.70642, -2.78090, -1.17380)
H (1.50642, -4.00353, -2.15731)
H (-0.19372, -4.21532, -1.74642)
C (-1.93243, -2.04278, -2.34840)
C (-3.13695, -2.94783, -2.38878)
H (-2.25444, -0.99304, -2.41405)
H (-1.36422, -2.16531, -1.41019)
H (-3.75085, -2.75191, -3.27492)
H (-3.74051, -2.77358, -1.49224)
H (-2.82374, -3.99770, -2.39927)
C (-3.49952, 0.44124, -5.18285)
C (-2.23094, -1.42786, -6.06559)
C (-4.60262, 0.28535, -4.16166)
H (-3.90650, 0.33867, -6.20431)
H (-3.03036, 1.43225, -5.09449)
H (-5.10903, -0.68058, -4.27290)
H (-5.34057, 1.07408, -4.33255)
H (-4.22908, 0.38072, -3.13555)
C (-3.37927, -2.37682, -6.27861)
H (-1.31296, -1.96223, -5.80113)
H (-2.03898, -0.84160, -6.97946)
H (-3.60222, -2.92274, -5.35640)
H (-3.08767, -3.09138, -7.05252)
H (-4.27543, -1.85109, -6.62508)
H (-1.10832, 0.01964, -3.77307)
Cd (0.47337, 1.37341, -0.45748)
C (-0.35385, 0.80377, -3.44056)
Si (0.52468, 1.50250, -4.96964)
H (-0.89412, 1.59938, -2.90380)
H (0.36524, 0.30207, -2.77340)
C (1.35764, 0.04890, -5.82784)
C (1.81258, 2.77192, -4.47183)
C (-0.69556, 2.29437, -6.15940)
C (2.39840, 0.67888, -1.16312)
Si (3.71466, 1.38105, -0.04039)
H (2.56668, 0.91507, -2.22568)
H (2.40381, -0.42384, -1.07903)
C (4.66879, 2.70920, -0.97234)
C (4.89680, 0.03488, 0.54244)
C (3.03274, 2.17521, 1.53440)
H (-0.14836, 2.79057, -6.97359)
H (-1.31417, 3.05423, -5.66399)
H (-1.37130, 1.55865, -6.61551)
H (2.24729, -0.27248, -5.26874)
H (1.67586, 0.33016, -6.84163)
H (0.68121, -0.81227, -5.91202)
H (2.37093, 2.50510, -3.56629)
H (1.33446, 3.74547, -4.29786)
H (2.53773, 2.89986, -5.28753)
H (5.12556, -0.67464, -0.26400)
H (4.47995, -0.53177, 1.38714)
H (5.84260, 0.48909, 0.87259)
H (2.79658, 1.41739, 2.29508)
H (2.12560, 2.77990, 1.38183)
H (3.80470, 2.84333, 1.94841)
H (5.52249, 3.06936, -0.37971)
H (4.02244, 3.56938, -1.19708)
H (5.05412, 2.31132, -1.92098)
B (-1.35229, 1.34798, 2.82580)
N (-0.44600, 0.10250, 2.54443)
C (-0.20540, -0.91849, 3.39660)
C (0.66935, -1.81037, 2.78090)
C (0.93956, -1.26445, 1.51555)
N (0.23964, -0.11358, 1.36718)
N (-2.06978, 1.84494, 1.52739)
C (-3.36995, 2.18334, 1.42796)
C (-3.62581, 2.61883, 0.12711)
C (-2.40185, 2.54220, -0.54840)
N (-1.45515, 2.05914, 0.30206)
H (-0.73131, 2.22878, 3.36859)
H (-2.21856, 0.99228, 3.61950)
H (-0.66948, -0.94430, 4.37364)
H (1.07281, -2.71888, 3.18739)
H (1.60582, -1.65505, 0.75304)
H (-4.03532, 2.09812, 2.27853)
H (-4.56012, 2.95424, -0.28562)
H (-2.17458, 2.81318, -1.57689)

---

#two
Formula: C22H51BCdN4O2Si2
Source: the Open Molecules 2025 dataset
Level of theory: the ωB97M-V functional and the def2-TZVPD basis

Values from the calculation:
- Frontier orbital gap: 0.202 Ha
- LUMO energy: -0.21 eV
- Highest occupied orbital energy: -5.702 eV

CARTESIAN COORDINATES (ANGSTROEM)
O (0.20213, -2.41449, -3.37285)
O (0.53210, -4.70523, -3.00826)
C (-0.71208, -2.12516, -4.49540)
C (-0.95917, -0.64390, -4.73441)
H (-1.64004, -2.65910, -4.26285)
H (-0.31245, -2.53923, -5.43413)
H (-1.26351, -0.12820, -3.81971)
H (-1.78480, -0.58045, -5.47200)
H (-0.10124, -0.11200, -5.17646)
C (1.43753, -1.62725, -3.36039)
C (2.32043, -2.23027, -4.41199)
H (1.82632, -1.68988, -2.33996)
H (1.19421, -0.57948, -3.56802)
H (2.46260, -3.29820, -4.22401)
H (3.30803, -1.78472, -4.46316)
H (1.87926, -2.08402, -5.40278)
C (1.44630, -5.37696, -2.10485)
C (-0.34529, -5.63619, -3.73240)
C (2.22692, -4.40204, -1.28931)
H (2.07572, -6.07420, -2.67922)
H (0.81655, -6.00924, -1.47030)
H (2.70814, -3.62337, -1.88025)
H (3.00534, -4.96000, -0.77291)
H (1.59521, -3.94006, -0.52857)
C (0.14371, -5.77275, -5.14903)
H (-1.34838, -5.21812, -3.62843)
H (-0.29489, -6.58741, -3.16302)
H (0.20851, -4.80002, -5.65897)
H (-0.53018, -6.41025, -5.74302)
H (1.13654, -6.23940, -5.15267)
H (0.50902, -3.62234, -3.38874)
Cd (-1.32710, -0.82494, 1.15692)
C (-1.26830, -2.50641, 0.05116)
Si (-2.57860, -3.83183, -0.05801)
H (-0.31396, -3.08118, -0.02512)
H (-1.27527, -2.06243, -0.97972)
C (-3.52751, -3.56763, -1.64781)
C (-3.48179, -3.58367, 1.56885)
C (-1.75424, -5.49580, -0.16424)
C (-3.18674, 0.13425, 0.29111)
Si (-3.80291, 1.22682, 1.64361)
H (-3.86742, -0.66872, -0.02235)
H (-2.86374, 0.67690, -0.61576)
C (-5.04216, 0.24857, 2.67866)
C (-4.53048, 2.77109, 0.84839)
C (-2.42564, 1.73419, 2.84503)
H (-2.28565, -6.21333, 0.47544)
H (-0.71824, -5.45926, 0.17897)
H (-1.73079, -5.90713, -1.17627)
H (-4.09725, -2.63067, -1.65728)
H (-4.23569, -4.39244, -1.80123)
H (-2.85206, -3.53966, -2.51841)
H (-4.09504, -2.67209, 1.54618)
H (-2.71204, -3.46381, 2.34903)
H (-4.09662, -4.46424, 1.78312)
H (-5.09180, 2.49917, -0.05528)
H (-3.73349, 3.46716, 0.55439)
H (-5.20816, 3.29566, 1.53186)
H (-1.63914, 2.31680, 2.34872)
H (-1.93961, 0.87016, 3.32230)
H (-2.86053, 2.35076, 3.64208)
H (-5.29101, 0.79961, 3.59619)
H (-4.63127, -0.72822, 2.97863)
H (-5.97744, 0.07379, 2.12859)
B (1.42247, 0.76431, 2.66730)
N (1.26781, 1.18242, 1.15217)
C (1.89992, 2.15314, 0.45998)
C (1.43032, 2.13435, -0.85788)
C (0.49676, 1.07497, -0.90417)
N (0.39850, 0.51006, 0.31748)
N (1.64102, -0.80438, 2.64922)
C (2.75135, -1.52465, 2.91983)
C (2.45077, -2.87906, 2.75296)
C (1.09569, -2.91182, 2.37545)
N (0.60059, -1.65651, 2.35174)
H (0.46668, 1.07656, 3.30538)
H (2.44110, 1.25747, 3.09578)
H (2.63230, 2.79464, 0.93488)
H (1.68894, 2.79957, -1.65382)
H (-0.09254, 0.74202, -1.75123)
H (3.67853, -1.05023, 3.21200)
H (3.10242, -3.72285, 2.85532)
H (0.50633, -3.78490, 2.08831)

---

Short version: #one is the most stable of them.

---

#one
Formula: C2HCl2NO2
Source: the Open Molecules 2025 dataset
Level of theory: the ωB97M-V functional and the def2-TZVPD basis

Values from the calculation:
- Frontier orbital gap: 0.361 Ha
- LUMO energy: -1.19 eV
- Structure (SMILES): N#CC(Cl)(Cl)OO
- Highest occupied orbital energy: -11.006 eV

CARTESIAN COORDINATES (ANGSTROEM)
C (0.75530, 1.21868, -0.70913)
C (-0.16681, 0.14714, -0.36137)
N (1.46332, 2.07835, -0.94169)
O (-1.00484, -0.85318, 1.45588)
O (-0.14886, 0.10364, 0.94527)
Cl (1.08878, -1.48613, -1.13789)
Cl (-1.65933, -0.02704, -1.34532)
H (-0.32757, -1.18146, 2.09424)

---

#two
Formula: C2HCl2NO2
Source: the Open Molecules 2025 dataset
Level of theory: the ωB97M-V functional and the def2-TZVPD basis

Values from the calculation:
- Frontier orbital gap (spin up / spin down): 0.304 / 0.304 Ha
- LUMO energy (spin up / spin down): -2.72 / -2.72 eV
- Highest occupied orbital energy (spin up / spin down): -10.990 / -10.992 eV

CARTESIAN COORDINATES (ANGSTROEM)
C (-1.60415, -1.02032, -0.77098)
C (0.43095, 0.12064, -0.49340)
N (-2.55265, -1.62020, -0.94858)
O (1.10564, 0.95997, 1.60091)
O (0.08620, 0.22579, 0.74429)
Cl (0.20872, 1.60285, -1.44022)
Cl (1.73400, -0.94709, -1.03541)
H (0.59130, 0.67836, 2.34338)

---

Short version: #one is the most stable of them.